(1)
Molecular formula: C2H3N5O
Method: DFT, ωB97M-V/def2-TZVPD

The geometry in XYZ format:
```
11
Properties=species:S:1:pos:R:3:forces:R:3
C 0.216 -0.424 -0.032 3.6 1.7 0.3
C -2.216 0.173 -0.303 2.9 0.1 0.9
H 2.136 0.896 1.081 1.3 -2.8 -4.4
H 3.224 -0.411 -0.382 -1.4 3.5 2.6
H -3.130 0.359 -0.798 -0.9 0.1 0.0
N 2.363 0.266 -0.033 2.2 -0.7 0.4
N 1.491 -0.741 -0.344 -5.6 0.3 2.2
N -0.107 0.931 0.279 -3.7 0.3 -0.7
N -1.378 1.282 0.059 3.2 -2.2 0.4
N -1.878 -1.031 0.030 -6.4 0.7 -2.1
O -0.721 -1.301 0.442 4.8 -1.0 0.5
```
Forces are in eV/Å.

Computed properties:
* HOMO-LUMO gap: 0.25954 hartree
* HOMO: -8.32 eV
* energy relative to the best compared isomer or geometry (same formula, charge and spin): 8.275 eV
* LUMO energy: -1.26 eV

---

(2)
Molecular formula: C6H10O
Method: DFT, ωB97M-V/def2-TZVPD

The geometry in XYZ format:
```
17
Properties=species:S:1:pos:R:3:forces:R:3
C -1.704 -1.394 0.169 0.0 0.0 0.0
C -1.092 -0.188 -0.506 -0.2 -0.3 -0.1
O -1.060 1.010 0.302 -0.2 0.0 0.1
C 0.210 1.379 -0.258 0.3 0.3 -0.2
C 1.357 1.177 0.728 0.1 0.1 0.1
C 1.421 -0.321 0.312 0.1 -0.1 0.1
C 0.397 -0.049 -0.828 0.1 -0.1 -0.1
H -1.204 -1.647 1.108 0.0 0.1 -0.1
H -2.763 -1.213 0.384 0.2 0.0 0.0
H -1.646 -2.252 -0.511 0.0 0.1 0.1
H -1.656 0.022 -1.429 0.0 0.0 0.1
H 0.146 2.290 -0.864 0.0 -0.1 0.1
H 1.108 1.406 1.766 0.0 0.0 -0.1
H 2.259 1.730 0.441 -0.2 -0.1 0.0
H 2.409 -0.630 -0.048 -0.3 0.0 0.0
H 1.100 -1.038 1.076 0.0 0.1 -0.2
H 0.719 -0.283 -1.846 -0.1 0.1 0.2
```
Forces are in eV/Å.

Computed properties:
* HOMO-LUMO gap: 0.38792 hartree
* HOMO: -9.41 eV
* energy relative to the best compared isomer or geometry (same formula, charge and spin): 1.365 eV
* structure (SMILES): C[C@H]1O[C@H]2CC[C@H]21
* LUMO energy: 1.14 eV

---

(3)
Molecular formula: C4H10Si
Method: DFT, ωB97M-V/def2-TZVPD

The geometry in XYZ format:
```
15
Properties=species:S:1:pos:R:3:forces:R:3
C 1.393 -0.539 1.417 -1.0 2.9 -1.0
Si -0.067 -0.090 -0.095 1.0 0.5 1.3
C -0.030 -1.506 -1.420 0.1 0.9 1.6
C -0.437 1.801 -0.460 0.6 -1.2 0.3
C -1.418 1.029 0.526 4.1 0.7 0.7
H 1.923 0.478 1.574 -0.6 -1.6 -0.5
H 1.149 -0.854 2.472 -0.2 -0.2 -1.6
H 2.026 -1.179 0.821 0.5 -0.4 0.5
H 0.768 -1.339 -2.095 1.5 0.5 -0.4
H 0.221 -2.429 -0.871 -0.8 0.1 -0.5
H -0.832 -1.470 -2.133 -1.0 -0.6 0.3
H -0.970 2.262 -1.285 0.3 -0.4 -0.4
H 0.379 2.484 -0.110 -1.1 -0.6 0.3
H -1.398 1.457 1.503 0.3 -0.2 1.0
H -2.379 0.927 0.281 -3.6 -0.2 -1.6
```
Forces are in eV/Å.

Computed properties:
* HOMO-LUMO gap: 0.34988 hartree
* HOMO: -8.61 eV
* energy relative to the best compared isomer or geometry (same formula, charge and spin): 0.641 eV
* structure (SMILES): C[Si]1(C)CC1
* LUMO energy: 0.91 eV

---

(4)
Molecular formula: C5H12NO
Method: DFT, ωB97M-V/def2-TZVPD

The geometry in XYZ format:
```
19
Properties=species:S:1:pos:R:3:forces:R:3
C 1.016 0.112 1.860 -4.3 3.3 -2.9
C 0.387 -0.366 0.485 1.3 -0.4 2.5
C 1.522 -0.554 -0.441 2.8 1.4 0.7
C -0.483 0.501 -0.316 -2.4 0.0 -0.8
N -1.460 1.335 0.391 -1.1 0.5 -2.1
C -1.293 -0.596 -1.443 1.6 3.2 0.6
O -2.365 0.086 -1.742 -2.0 -0.9 -0.5
H 1.159 -0.597 2.536 0.5 -3.6 2.7
H 1.939 0.538 1.652 1.6 1.6 -0.1
H 0.209 0.795 2.276 1.4 -0.2 -0.2
H -0.163 -1.272 0.806 0.1 0.0 -0.7
H 1.768 0.463 -0.790 0.0 -0.2 -0.1
H 1.378 -1.096 -1.293 -0.8 -1.7 -2.3
H 2.502 -0.831 -0.051 -0.1 -0.7 0.6
H -0.035 1.207 -1.066 0.3 -0.7 1.0
H -2.131 0.731 0.849 -0.1 -0.4 0.4
H -2.093 1.616 -0.468 1.2 -0.7 1.7
H -1.325 -1.669 -0.969 0.0 1.2 -0.7
H -0.531 -0.406 -2.275 -0.1 -1.7 0.3
```
Forces are in eV/Å.

Computed properties:
* net charge: -1
* HOMO-LUMO gap: 0.22888 hartree
* HOMO: -2.17 eV
* energy relative to the best compared isomer or geometry (same formula, charge and spin): 2.217 eV
* structure (SMILES): CC(C)[C@H](N)C[O-]
* LUMO energy: 4.06 eV

---

(5)
Molecular formula: C5H5P5
Method: DFT, ωB97M-V/def2-TZVPD

The geometry in XYZ format:
```
15
Properties=species:S:1:pos:R:3:forces:R:3
C 0.181 0.670 -0.002 -0.9 2.1 0.8
C -0.981 -1.438 -0.082 -2.6 1.7 -1.1
C -0.908 1.456 -0.145 -0.7 -1.1 -0.7
C -2.278 -0.802 -0.205 3.1 -3.1 0.7
C 0.323 -0.728 -0.457 -0.2 -1.0 1.0
P -3.589 -2.055 0.024 0.8 0.7 -0.4
P -5.364 -1.136 -0.102 -0.8 -0.2 0.2
P -5.392 0.911 0.672 1.1 0.9 -0.6
P -3.814 2.105 0.074 -0.8 -1.1 0.5
P -2.414 0.793 -1.033 0.8 0.2 0.3
H 0.863 1.013 0.752 0.7 0.2 0.1
H -0.923 -2.508 0.121 -0.2 0.3 0.2
H -1.232 2.354 0.393 1.3 -0.1 -0.1
H 0.537 -0.867 -1.490 -0.5 0.3 -1.5
H 1.253 -1.229 -0.087 -1.0 0.4 0.6
```
Forces are in eV/Å.

Computed properties:
* HOMO-LUMO gap (alpha / beta): 0.23285 / 0.23288 hartree
* HOMO (alpha / beta): -8.06 / -8.06 eV
* energy relative to the best compared isomer or geometry (same formula, charge and spin): 0.984 eV
* LUMO energy (alpha / beta): -1.72 / -1.72 eV

---

(6)
Molecular formula: C3H5NO3S
Method: DFT, ωB97M-V/def2-TZVPD

The geometry in XYZ format:
```
13
Properties=species:S:1:pos:R:3:forces:R:3
O 1.059 -0.621 2.407 0.8 -0.5 0.4
C 0.441 -0.397 1.413 -0.5 1.0 -1.7
N 0.901 -0.584 0.105 0.9 -1.2 1.5
O 2.230 -1.206 -0.038 -0.6 3.1 4.6
C 0.180 -0.274 -1.045 1.1 1.2 -0.6
O 0.759 -0.309 -2.103 -0.4 -0.4 0.0
C -1.275 0.262 -1.029 1.6 1.7 -1.5
S -1.714 1.943 -0.424 1.1 -0.5 2.1
H -0.517 0.162 1.407 0.2 -0.6 0.0
H 2.655 -0.813 0.994 -1.7 -1.9 -4.3
H -1.309 0.491 -2.158 -1.0 -1.2 1.6
H -1.957 -0.327 -0.486 -0.9 -1.4 -0.4
H -1.453 1.671 0.958 -0.5 0.7 -1.8
```
Forces are in eV/Å.

Computed properties:
* HOMO-LUMO gap: 0.37349 hartree
* HOMO: -9.89 eV
* energy relative to the best compared isomer or geometry (same formula, charge and spin): 3.522 eV
* structure (SMILES): O=CN(O)C(=O)CS
* LUMO energy: 0.27 eV